Entry from the OMol25 dataset: 5 unconnected molecules or ions with the total composition C18H46NO18P4 in a non-equilibrium geometry (ωB97M-V/def2-TZVPD).

Results
F_max in eV Å⁻¹: 4.76
E_tot in Eh: -3488.14969
HOMO in eV: -3.256
Kohn-Sham gap in eV: 4.942
Relative energy (zero: lowest compared OMol25 entry of this formula, charge and spin) in kcal/mol: 0.00

Structure (ORCA input):
```
! wB97M-V def2-TZVPD RIJCOSX def2/J DEFGRID3
* xyz -1 1
C -1.729 4.862 2.971
C -2.355 3.813 2.024
N -2.206 2.436 2.619
C -0.919 1.879 2.360
C -0.048 1.759 3.584
O -0.517 1.556 1.275
C -3.264 1.613 2.286
C -4.611 1.976 2.864
O -3.176 0.616 1.593
H -2.336 5.771 2.979
H -1.724 4.452 3.985
H -0.682 5.093 2.726
H -1.782 3.830 1.090
H 0.950 1.416 3.329
H -0.046 2.726 4.090
H -0.554 1.071 4.264
H -4.501 2.423 3.850
H -5.166 2.638 2.204
H -5.195 1.063 2.983
C 1.150 -0.661 -0.155
O 2.203 -1.412 0.520
P 1.941 -2.972 0.787
O 2.709 -3.326 1.990
O 2.578 -3.536 -0.577
C 3.859 -3.083 -0.983
O 0.692 -3.955 0.641
C -0.400 -3.770 1.563
H 1.483 0.364 -0.269
H 0.961 -1.088 -1.145
H 0.239 -0.665 0.432
H 4.519 -2.922 -0.132
H 3.772 -2.167 -1.567
H 4.297 -3.844 -1.625
H -0.781 -2.749 1.528
H -0.073 -4.006 2.576
H -1.192 -4.451 1.266
C -5.291 -2.379 -2.708
O -4.126 -2.357 -3.557
P -2.666 -2.483 -2.862
O -1.736 -1.774 -3.745
O -2.549 -4.089 -2.941
C -2.831 -4.760 -4.158
O -2.121 -2.484 -1.373
C -2.190 -1.226 -0.641
H -6.165 -2.293 -3.347
H -5.347 -3.318 -2.150
H -5.281 -1.540 -2.012
H -2.499 -4.185 -5.024
H -3.897 -4.977 -4.239
H -2.293 -5.706 -4.137
H -3.206 -0.839 -0.617
H -1.531 -0.495 -1.106
H -1.867 -1.414 0.376
C -3.790 6.109 0.571
O -4.387 6.173 -0.752
P -5.249 4.900 -1.254
O -5.154 4.893 -2.720
O -6.682 5.408 -0.705
C -7.112 6.728 -0.979
O -5.517 3.440 -0.707
C -4.397 2.520 -0.772
H -3.263 7.046 0.735
H -4.559 5.990 1.336
H -3.085 5.283 0.644
H -6.803 7.059 -1.972
H -6.737 7.419 -0.222
H -8.200 6.732 -0.931
H -3.527 2.940 -0.266
H -4.156 2.293 -1.812
H -4.694 1.613 -0.255
C 9.702 -4.645 0.409
O 9.586 -3.304 0.924
P 9.278 -2.097 -0.117
O 9.876 -0.898 0.476
O 7.683 -2.170 -0.041
C 7.019 -2.225 1.220
O 9.217 -1.929 -1.708
C 10.465 -1.991 -2.426
H 9.897 -5.304 1.249
H 8.775 -4.955 -0.079
H 10.531 -4.720 -0.298
H 7.517 -1.625 1.980
H 6.940 -3.260 1.555
H 6.010 -1.846 1.085
H 10.999 -2.919 -2.217
H 11.089 -1.139 -2.157
H 10.229 -1.950 -3.485
*
```

Entry from the OMol25 dataset: a molecular structure, C18H47HgNO4Si2 in a non-equilibrium geometry (ωB97M-V/def2-TZVPD).

Results
F_max in eV Å⁻¹: 1.79
E_tot in Eh: -1802.05846
HOMO in eV: -7.504
Kohn-Sham gap in eV: 7.397

Structure (ORCA input):
```
! wB97M-V def2-TZVPD RIJCOSX def2/J DEFGRID3
* xyz 0 1
O -0.303 -1.635 -1.098
O 0.670 1.166 -3.691
C 0.183 -2.990 -1.704
C -0.788 -4.042 -1.258
H 1.191 -3.116 -1.309
H 0.204 -2.766 -2.772
H -0.886 -4.041 -0.162
H -0.466 -5.043 -1.565
H -1.772 -3.876 -1.727
C -1.494 -0.914 -1.641
C -1.638 -1.165 -3.115
H -1.299 0.136 -1.408
H -2.382 -1.263 -1.097
H -0.801 -0.757 -3.693
H -2.550 -0.664 -3.467
H -1.739 -2.240 -3.327
C 0.320 2.415 -3.109
C 2.057 0.919 -3.895
C -0.988 2.879 -3.741
H 1.107 3.170 -3.294
H 0.186 2.286 -2.016
H -0.888 2.991 -4.828
H -1.304 3.853 -3.352
H -1.807 2.176 -3.554
C 2.334 0.772 -5.384
H 2.303 -0.027 -3.380
H 2.681 1.722 -3.456
H 1.676 0.036 -5.852
H 3.362 0.468 -5.573
H 2.177 1.725 -5.897
H -0.140 -1.585 -0.088
Hg -0.026 -0.563 1.898
C 1.544 -0.340 0.428
Si 3.181 0.371 0.992
H 1.720 -1.306 -0.059
H 1.129 0.378 -0.284
C 4.618 -0.463 0.124
C 3.334 0.084 2.822
C 3.321 2.193 0.597
C -2.014 -1.376 1.927
Si -3.360 -0.051 1.921
H -2.011 -1.927 2.884
H -2.138 -2.106 1.118
C -4.696 -0.747 0.777
C -2.882 1.644 1.242
C -4.049 0.181 3.658
H 2.811 2.458 -0.336
H 4.383 2.451 0.486
H 2.896 2.799 1.406
H 4.517 -1.554 0.164
H 5.567 -0.191 0.605
H 4.674 -0.161 -0.929
H 2.634 -0.699 3.120
H 3.108 0.983 3.407
H 4.346 -0.258 3.066
H -2.614 1.602 0.174
H -2.031 2.056 1.812
H -3.737 2.334 1.351
H -4.942 0.827 3.628
H -3.294 0.655 4.307
H -4.339 -0.788 4.093
H -5.638 -0.207 0.952
H -4.846 -1.816 0.996
H -4.401 -0.632 -0.279
N 0.252 -0.799 4.432
C 0.711 0.402 5.124
C 0.392 1.637 4.226
O 1.191 2.594 4.378
O -0.605 1.467 3.450
H -0.710 -0.998 4.755
H 0.829 -1.615 4.639
H 0.177 0.545 6.085
H 1.796 0.347 5.294
*
```

Entry from the OMol25 dataset: a molecular structure, C18H48AlF3N7O12P2S2 in a non-equilibrium geometry (ωB97M-V/def2-TZVPD).

Results
F_max in eV Å⁻¹: 6.26
E_tot in Eh: -4021.57552
HOMO in eV: -10.966
Kohn-Sham gap in eV: 2.546
Relative energy (zero: lowest compared OMol25 entry of this formula, charge and spin) in kcal/mol: 0.00

Structure (ORCA input):
```
! wB97M-V def2-TZVPD RIJCOSX def2/J DEFGRID3
* xyz 1 1
Al -11.562 20.292 14.641
N -9.603 19.449 12.972
S -8.037 19.159 13.004
O -7.232 20.122 12.332
O -7.587 17.821 13.144
F -7.992 19.675 14.563
S -9.879 18.993 11.376
O -10.157 17.604 11.276
O -9.157 19.622 10.330
F -11.320 19.682 11.342
F -13.263 22.194 15.533
O -13.764 20.551 12.809
P -15.149 20.602 12.294
N -16.342 20.373 13.445
C -16.106 20.617 14.878
C -17.699 19.878 13.135
N -15.511 19.410 11.157
C -15.550 18.056 11.700
C -14.899 19.606 9.854
N -15.571 21.982 11.458
C -16.922 22.176 10.949
C -14.942 23.234 11.847
H -17.065 20.425 15.360
H -15.867 21.662 15.065
H -15.410 19.873 15.263
H -17.795 19.638 12.081
H -18.351 20.705 13.417
H -17.904 18.987 13.732
H -16.568 17.836 12.023
H -15.385 17.374 10.863
H -14.809 17.772 12.449
H -15.269 20.494 9.343
H -13.822 19.814 9.937
H -15.008 18.717 9.237
H -17.145 21.637 10.032
H -17.658 22.135 11.758
H -17.084 23.224 10.678
H -15.339 23.580 12.818
H -15.073 24.061 11.156
H -13.913 23.055 12.169
O -9.497 21.996 15.757
P -8.948 23.117 16.538
N -7.939 22.615 17.788
C -7.491 23.418 18.900
C -7.321 21.296 17.720
N -10.057 24.091 17.271
C -10.899 23.612 18.368
C -10.483 25.371 16.718
N -7.993 24.160 15.642
C -6.880 24.890 16.246
C -7.961 24.065 14.189
H -7.833 24.452 18.909
H -6.404 23.436 18.998
H -7.907 23.037 19.842
H -7.194 20.942 16.692
H -8.012 20.540 18.108
H -6.377 21.332 18.255
H -11.936 23.594 18.017
H -10.644 22.578 18.591
H -10.852 24.296 19.216
H -10.106 26.178 17.357
H -10.108 25.453 15.700
H -11.562 25.523 16.761
H -7.328 25.398 17.101
H -6.091 24.206 16.564
H -6.439 25.649 15.605
H -7.957 23.018 13.864
H -7.089 24.546 13.758
H -8.851 24.465 13.693
C -9.313 22.660 11.127
O -10.001 23.791 11.657
C -10.889 23.652 12.609
O -11.298 22.578 13.008
O -11.273 24.814 13.074
C -12.369 24.889 13.998
H -8.534 22.352 11.828
H -8.795 22.987 10.232
H -10.004 21.837 10.985
H -13.198 24.403 13.485
H -12.502 25.929 14.261
H -12.204 24.240 14.860
C -10.219 19.765 20.815
O -10.480 20.206 19.478
C -10.188 19.511 18.400
O -10.521 19.834 17.291
O -9.518 18.411 18.709
C -9.023 17.547 17.689
H -10.905 18.948 21.028
H -10.495 20.611 21.441
H -9.159 19.580 20.967
H -9.786 16.829 17.396
H -8.173 17.002 18.093
H -8.613 18.073 16.826
*
```

Entry from the OMol25 dataset: a molecular structure, C18H48AsBaF6O15P3 in a non-equilibrium geometry (ωB97M-V/def2-TZVPD).

Results
F_max in eV Å⁻¹: 2.95
E_tot in Eh: -5728.32443
HOMO in eV: -0.426
Kohn-Sham gap in eV: 4.045
Relative energy (zero: lowest compared OMol25 entry of this formula, charge and spin) in kcal/mol: 0.00

Structure (ORCA input):
```
! wB97M-V def2-TZVPD RIJCOSX def2/J DEFGRID3
* xyz -2 1
Ba 1.460 0.752 0.533
O 3.834 1.661 -0.269
H 4.114 1.312 -1.116
O 1.776 3.085 1.590
H 0.935 3.542 1.689
O 3.049 -0.747 1.970
H 3.059 -0.943 2.911
As 3.731 -1.476 -2.737
F 3.336 -3.131 -2.236
F 5.020 -2.095 -3.733
F 4.071 0.145 -3.278
F 2.398 -0.893 -1.730
F 4.824 -1.371 -1.395
F 2.591 -1.649 -4.065
C -0.166 2.318 6.037
C -0.423 2.505 4.548
O -1.658 1.906 4.152
P -1.617 0.589 3.268
O -0.924 0.721 1.990
O -0.906 -0.454 4.225
C -0.482 -1.732 3.706
C 0.307 -2.458 4.755
O -3.120 0.061 3.276
C -4.204 0.894 2.916
C -5.459 0.492 3.681
H -0.920 2.808 6.667
H -0.218 1.266 6.320
H 0.777 2.785 6.318
H -0.360 3.568 4.318
H 0.402 2.046 3.996
H -1.317 -2.331 3.338
H 0.191 -1.496 2.873
H -0.268 -2.537 5.684
H 0.560 -3.472 4.442
H 1.242 -1.956 5.003
H -3.994 1.937 3.184
H -4.377 0.888 1.836
H -5.626 -0.560 3.434
H -5.267 0.617 4.745
H -6.318 1.087 3.382
C 2.402 1.816 -5.134
C 1.418 1.596 -4.015
O 0.454 2.659 -3.887
P -0.077 2.973 -2.387
O 0.122 1.806 -1.504
O 0.601 4.310 -1.993
C 1.990 4.286 -1.505
C 2.200 5.396 -0.505
O -1.573 3.398 -2.675
C -2.596 2.397 -2.817
C -2.432 1.598 -4.105
H 1.930 2.292 -6.008
H 3.160 2.572 -4.904
H 2.916 0.923 -5.477
H 0.847 0.667 -4.127
H 2.006 1.373 -3.119
H 2.345 3.302 -1.171
H 2.553 4.498 -2.424
H 1.798 6.339 -0.881
H 1.740 5.134 0.447
H 3.280 5.497 -0.394
H -2.532 1.724 -1.960
H -3.526 2.963 -2.780
H -3.377 1.104 -4.353
H -2.159 2.216 -4.957
H -1.708 0.796 -3.963
C 0.253 -3.181 -3.573
C 0.290 -3.873 -2.224
O -0.838 -3.491 -1.420
P -0.667 -2.671 -0.052
O 0.078 -1.418 -0.187
O -2.175 -2.523 0.461
C -2.892 -1.352 0.102
C -3.243 -1.373 -1.376
O -0.052 -3.704 0.989
C 1.367 -3.952 1.083
C 1.596 -5.451 1.060
H 0.183 -2.111 -3.407
H 1.177 -3.529 -4.042
H -0.534 -3.579 -4.218
H 0.278 -4.965 -2.322
H 1.209 -3.606 -1.696
H -3.820 -1.289 0.680
H -2.435 -0.406 0.406
H -4.115 -0.744 -1.584
H -2.415 -1.140 -2.043
H -3.602 -2.376 -1.628
H 2.009 -3.492 0.333
H 1.625 -3.584 2.075
H 2.640 -5.695 0.867
H 1.141 -5.945 1.918
H 1.105 -5.869 0.170
*
```

> What is the F_max in the second record?

1.79 eV Å⁻¹

> What is the E_tot in the second record?

-1802.05846 Eh